{"formula": "C17H45NO5S4", "method": "wB97M-V/def2-TZVPD", "e_homo_ev": -6.15, "largest_force_ev_per_a": 13.03, "homo_lumo_gap_ha": 0.2361, "total_energy_ha": -2697.84278, "lumo_energy_ev": 0.3, "elements": ["C", "C", "C", "C", "N", "C", "C", "C", "C", "C", "H", "H", "H", "H", "H", "H", "H", "H", "H", "H", "H", "H", "H", "H", "H", "H", "H", "H", "H", "H", "O", "H", "C", "S", "O", "C", "H", "H", "H", "H", "H", "H", "C", "S", "O", "C", "H", "H", "H", "H", "H", "H", "C", "S", "O", "C", "H", "H", "H", "H", "H", "H", "C", "S", "O", "C", "H", "H", "H", "H", "H", "H"], "positions_angstrom": [[-42.9678, -19.0416, 2.8376], [-44.2345, -19.6296, 3.1856], [-44.7191, -20.6208, 2.2643], [-45.9832, -21.1468, 2.5150], [-46.4071, -22.2557, 1.4346], [-47.7512, -22.5762, 1.7551], [-47.8494, -24.0944, 1.4109], [-46.5193, -24.6741, 2.0861], [-45.5634, -23.5069, 1.6464], [-46.3139, -21.6687, 0.0607], [-43.0822, -18.3346, 2.0910], [-42.1552, -19.8547, 2.8522], [-42.6769, -18.5395, 3.6960], [-44.8553, -18.7764, 3.4989], [-44.0633, -20.2023, 4.2945], [-43.9531, -21.2429, 2.0702], [-44.9024, -20.0134, 1.1967], [-46.8898, -20.3292, 2.7680], [-46.2257, -21.4678, 3.6067], [-48.3736, -21.7591, 1.1311], [-48.1750, -22.4905, 2.7134], [-48.0485, -24.3674, 0.3634], [-48.6756, -24.5075, 1.7407], [-46.2439, -25.5888, 1.6411], [-46.5855, -24.6495, 3.2372], [-45.0441, -23.9636, 0.7917], [-44.8504, -23.4461, 2.4180], [-46.8463, -22.3924, -0.5417], [-45.2223, -21.5828, -0.2239], [-46.8783, -20.5900, -0.0264], [-45.0363, -23.4973, -2.3911], [-45.6238, -24.1417, -2.4726], [-44.1049, -20.0281, -4.3727], [-45.2624, -20.6111, -3.0900], [-45.1222, -19.7111, -1.8635], [-46.8766, -20.3004, -3.9728], [-44.1221, -20.6744, -5.1427], [-43.1506, -20.1362, -4.0261], [-44.0351, -18.9505, -4.4617], [-46.9279, -19.1272, -4.2614], [-47.7211, -20.6421, -3.2778], [-46.9964, -20.8554, -4.8102], [-45.0167, -25.4984, -6.4687], [-43.9936, -25.3306, -4.9938], [-42.8023, -26.1699, -5.1376], [-43.5034, -23.6482, -5.2958], [-45.3773, -26.5301, -6.4918], [-44.3870, -25.3994, -7.3841], [-45.8613, -24.8856, -6.1765], [-44.5565, -23.2120, -5.5250], [-42.8984, -23.4645, -6.0806], [-43.0653, -23.2043, -4.3719], [-44.3041, -27.8683, -2.1759], [-45.0575, -26.6800, -1.0230], [-46.2647, -27.4111, -0.4067], [-43.7517, -26.9795, 0.2451], [-44.4508, -28.9245, -1.9738], [-43.4530, -27.3791, -2.4312], [-44.9271, -27.8072, -2.9983], [-42.7808, -26.9707, -0.2654], [-43.6047, -27.9588, 0.6048], [-43.7568, -26.3213, 0.8322], [-48.9471, -27.2033, -3.1118], [-49.7244, -25.5888, -3.3620], [-49.9283, -25.0536, -1.9266], [-48.1964, -24.8782, -3.9174], [-49.6052, -27.9052, -2.8621], [-48.3386, -27.0609, -2.2100], [-48.4965, -27.3275, -3.9968], [-47.9592, -25.3232, -4.9789], [-47.3901, -24.9815, -3.0822], [-48.2875, -23.9117, -4.1001]], "forces_ev_per_angstrom": [[2.8, -2.4, 1.2], [-0.6, -0.6, 5.9], [-1.2, 5.1, -4.7], [-6.1, -1.0, 3.2], [2.5, 2.6, 3.2], [-4.0, -0.6, -3.9], [3.2, 1.4, -1.3], [-1.9, 3.7, 0.5], [-0.5, -2.7, -0.3], [0.1, 1.9, -0.6], [0.5, 0.9, -2.1], [-0.9, 1.3, -1.3], [0.7, 1.6, 1.6], [-0.8, -0.6, -0.6], [-0.5, 1.2, -2.6], [2.3, -2.8, -0.7], [0.9, -1.4, 2.3], [2.1, -1.5, -2.3], [1.3, -1.2, -1.7], [0.9, -2.4, 1.1], [0.8, 0.5, 1.8], [1.3, 0.5, -0.3], [-4.1, -1.8, 2.7], [0.3, -1.2, -0.1], [-0.2, -0.5, -1.8], [-0.3, 1.5, -0.6], [0.9, 1.1, 0.8], [0.3, 0.0, -0.7], [-1.6, -0.2, 0.0], [1.6, -2.7, 0.6], [3.8, 4.5, 0.7], [-3.9, -4.6, -0.5], [-1.5, 2.5, 2.8], [0.2, -0.4, 0.4], [-0.5, -0.2, -1.5], [-0.2, 4.3, 3.3], [-0.7, -1.6, -3.3], [2.6, -1.1, 1.8], [-1.1, 0.4, -0.9], [-0.2, -2.7, 0.8], [1.3, 0.9, -0.7], [0.2, -1.9, -2.8], [0.8, -1.1, 0.0], [-0.5, 0.4, 0.6], [1.2, -1.1, -0.2], [-3.9, 1.0, 2.8], [0.1, 0.0, 0.2], [-0.9, 0.7, 0.5], [-0.2, 0.5, -1.0], [1.9, 0.0, 0.7], [2.1, 0.0, -2.9], [-0.7, -0.5, -0.5], [-2.9, -0.1, 1.2], [-0.4, -3.1, 2.0], [0.7, 1.2, -0.8], [1.4, -7.8, -10.0], [1.0, 0.0, 1.1], [3.2, 0.4, -0.9], [-1.3, 0.6, -2.1], [-0.1, 0.9, -0.4], [-1.3, -1.4, 0.8], [-0.3, 9.4, 9.0], [0.4, 3.8, 2.5], [-0.2, 0.4, 2.8], [0.0, -0.4, -2.0], [2.3, -4.3, -0.2], [-3.0, -2.9, 0.6], [0.5, 0.0, -0.5], [2.2, -1.2, -3.0], [0.0, 0.4, 2.2], [-1.2, -0.2, -1.7], [-0.8, 4.6, -0.6]], "mulliken_charge": [-1.47, -0.76, 0.20, -1.13, 1.21, -0.82, -0.79, -0.67, -0.39, -1.63, 0.40, 0.31, 0.48, 0.33, 0.28, 0.50, 0.02, 0.40, 0.47, 0.25, 0.51, 0.14, 0.68, 0.38, 0.29, 0.09, 0.27, 0.67, 0.54, 0.08, -0.68, -0.16, -1.40, 0.82, -0.68, -0.97, 0.41, 0.46, 0.41, 0.25, 0.27, 0.40, -1.03, 0.85, -0.73, -1.01, 0.35, 0.32, 0.27, 0.07, 0.65, 0.23, -1.54, 1.16, -0.76, -1.53, 0.39, 0.60, 0.34, 0.43, 0.45, 0.51, -0.89, 0.36, -0.60, -0.73, 0.50, 0.13, 0.37, 0.27, 0.09, 0.52]}